{
  "formula": "C9H11Cl2N5O3ReS",
  "method": "ωB97M-V/def2-TZVPD",
  "relative_energy_kj_mol": 0.0,
  "e_lumo_ev": [-8.5, -8.8],
  "homo_lumo_gap_ev": [6.821, 6.505],
  "e_homo_ev": [-15.27, -15.30],
  "total_charge": 2,
  "spin_multiplicity": 2,
  "symbols": ["Re", "Cl", "C", "C", "C", "C", "C", "Cl", "C", "S", "H", "H", "H", "N", "N", "C", "N", "N", "N", "O", "O", "H", "H", "H", "H", "H", "C", "C", "O", "H", "H", "H"],
  "positions_angstrom": [[-0.4669, -0.2979, -0.7925], [1.8691, -0.4304, -0.8503], [2.4133, -0.3424, 0.8498], [3.7580, -0.2944, 1.1077], [4.1258, -0.2406, 2.4475], [3.1683, -0.2455, 3.4539], [1.8214, -0.3063, 3.1372], [0.6504, -0.3076, 4.4000], [1.4199, -0.3500, 1.8035], [-0.2823, -0.4402, 1.3564], [4.4931, -0.2959, 0.3142], [5.1751, -0.1949, 2.7064], [3.4616, -0.1998, 4.4937], [-2.6988, -0.3246, -0.8996], [-3.2639, 0.9267, -1.2002], [-2.4603, 2.0066, -1.2646], [-2.9910, 3.1806, -1.4960], [-1.1554, 1.7066, -1.0699], [-0.2100, 2.7713, -0.9212], [0.8857, 2.3911, -0.6136], [-0.5530, 3.9106, -1.1218], [-2.9591, -0.9715, -1.6457], [-3.0901, -0.6777, -0.0264], [-4.2634, 0.9848, -1.3303], [-3.9865, 3.2998, -1.6086], [-2.3825, 3.9887, -1.5387], [-0.3247, -3.6107, -1.3858], [-0.5355, -2.1590, -1.5757], [-0.7838, -1.5563, -2.6264], [-1.2380, -4.1463, -1.6620], [-0.0508, -3.8384, -0.3610], [0.4545, -3.9363, -2.0801]]
}

***

{
  "formula": "C9H11Cl2N6O6Re",
  "method": "ωB97M-V/def2-TZVPD",
  "relative_energy_kj_mol": 33.3,
  "e_lumo_ev": [-12.1, -13.2],
  "homo_lumo_gap_ev": [6.116, 5.000],
  "e_homo_ev": [-18.22, -18.21],
  "total_charge": 3,
  "spin_multiplicity": 4,
  "symbols": ["Re", "N", "N", "C", "N", "N", "N", "O", "O", "H", "H", "H", "H", "H", "O", "C", "C", "C", "C", "C", "C", "C", "O", "N", "O", "O", "H", "H", "H", "H", "Cl", "C", "Cl", "H", "H"],
  "positions_angstrom": [[-0.7812, -0.6964, -0.2885], [-2.6984, -1.6148, 0.2119], [-3.8720, -0.9469, -0.1398], [-3.6963, 0.3196, -0.4800], [-4.5844, 1.2956, -0.6115], [-2.3553, 0.5069, -0.5630], [-1.7383, 1.5853, -1.1507], [-0.4399, 1.3957, -1.1278], [-2.3478, 2.4981, -1.6674], [-2.8480, -2.5411, -0.1538], [-2.6807, -1.7374, 1.2143], [-4.7236, -1.3344, 0.2083], [-5.5372, 0.9476, -0.6505], [-4.3441, 2.0863, -1.2160], [-0.8246, -0.2626, 1.7083], [0.2645, 0.3015, 2.1349], [1.6030, 0.2381, 1.6650], [2.6606, 0.5540, 2.5170], [4.0024, 0.3736, 2.0328], [4.2926, 0.1273, 0.6952], [3.3155, -0.4643, -0.0251], [1.9709, -0.5103, 0.3720], [1.1135, -1.2566, -0.2613], [5.0455, 0.5993, 2.9674], [6.2550, 0.5932, 2.5960], [4.7244, 0.7996, 4.1705], [0.0864, 0.8440, 3.0452], [2.6007, 0.8861, 3.5628], [5.3038, 0.3457, 0.2703], [3.5588, -1.0189, -0.9481], [-1.1798, -1.4475, -2.4102], [-0.5618, -0.8340, -4.1436], [-1.6424, 0.1689, -5.0037], [-0.1753, -1.6645, -4.6804], [0.2337, -0.1365, -3.8510]]
}

***

{
  "formula": "C9H11ClN2O3",
  "method": "ωB97M-V/def2-TZVPD",
  "relative_energy_kj_mol": 379.0,
  "e_lumo_ev": -0.9,
  "homo_lumo_gap_ev": 8.068,
  "e_homo_ev": -8.96,
  "smiles": "CN(C)[C@@H](Cl)Oc1cccc([N+](=O)[O-])c1",
  "symbols": ["C", "N", "C", "C", "Cl", "H", "H", "H", "H", "H", "H", "H", "O", "N", "O", "C", "C", "C", "C", "C", "O", "C", "H", "H", "H", "H"],
  "positions_angstrom": [[-1.6714, -0.0544, 2.4918], [-0.4009, -0.7550, 2.4397], [-0.3439, -2.1419, 2.8861], [0.7253, -0.1169, 1.8799], [2.2457, -0.5149, 2.8129], [-2.4689, -0.7993, 2.5952], [-1.7059, 0.7047, 3.2974], [-1.8573, 0.4314, 1.5311], [-1.3728, -2.5123, 2.9127], [0.1623, -2.7447, 2.1357], [0.1589, -2.2688, 3.8610], [0.5533, 0.9949, 1.9761], [0.4992, 3.8581, -2.1391], [0.3627, 2.8904, -2.9236], [0.2143, 3.0505, -4.1556], [0.3763, 1.5354, -2.4509], [0.2133, 0.5263, -3.4001], [0.2089, -0.8096, -3.0050], [0.4239, -1.1045, -1.6399], [0.6446, -0.0859, -0.6720], [1.1141, -0.5490, 0.5386], [0.5838, 1.2710, -1.0821], [0.0823, 0.8096, -4.4574], [0.0712, -1.5988, -3.7164], [0.4628, -2.1209, -1.3169], [0.7184, 2.1046, -0.3994]]
}

***

{
  "formula": "C9H11ClN4O5P",
  "method": "ωB97M-V/def2-TZVPD",
  "e_lumo_ev": -4.3,
  "homo_lumo_gap_ev": 7.904,
  "e_homo_ev": -12.18,
  "total_charge": 1,
  "symbols": ["C", "P", "O", "N", "C", "N", "C", "N", "N", "Cl", "H", "H", "H", "H", "H", "H", "H", "C", "C", "C", "O", "C", "C", "C", "O", "O", "O", "H", "H", "H", "H"],
  "positions_angstrom": [[6.2016, -2.8873, -0.1054], [4.3921, -3.0363, -0.6097], [4.3117, -2.3191, -2.1725], [3.3441, -2.0098, 0.4052], [2.0382, -1.9714, 0.0981], [1.4337, -2.7392, -0.9757], [0.0728, -2.3169, -0.8495], [-0.1246, -1.3612, 0.1889], [1.0850, -1.1670, 0.7914], [1.3883, -0.1016, 2.1123], [6.3087, -2.8126, 1.0214], [6.7145, -1.9744, -0.5547], [6.7357, -3.8002, -0.5396], [5.0739, -1.6987, -2.2793], [3.6517, -1.4388, 1.2012], [-0.6741, -2.7483, -1.5794], [-1.0120, -0.9044, 0.4359], [-4.4405, 1.7127, 1.1268], [-5.0521, 2.6480, 0.3942], [-4.2918, 3.5139, -0.5524], [-4.8833, 4.3414, -1.2166], [-2.8388, 3.3285, -0.6379], [-2.2291, 2.3972, 0.0964], [-2.9954, 1.5128, 1.0229], [-2.4059, 0.6556, 1.6683], [-0.8778, 2.2175, 0.0268], [-6.3881, 2.8468, 0.4807], [-4.9805, 1.0766, 1.8153], [-2.2960, 3.9744, -1.3149], [-0.6770, 1.4904, 0.6465], [-6.5850, 3.5715, -0.1446]]
}

***

{
  "formula": "C9H11ClOS",
  "method": "ωB97M-V/def2-TZVPD",
  "relative_energy_kj_mol": 66.6,
  "e_lumo_ev": -0.5,
  "homo_lumo_gap_ev": 8.216,
  "e_homo_ev": -8.67,
  "symbols": ["C", "C", "C", "C", "C", "C", "C", "C", "C", "O", "S", "Cl", "H", "H", "H", "H", "H", "H", "H", "H", "H", "H", "H"],
  "positions_angstrom": [[-1.4678, 0.3438, -1.0342], [-2.3284, -0.5152, -0.2748], [-0.2794, 1.0354, 1.0165], [-0.4521, 1.0539, -0.3828], [1.0060, -2.2550, -1.1182], [-1.7968, -0.8995, 2.4228], [-1.1052, 0.2038, 1.6246], [-1.9816, -0.6651, 1.0004], [0.5072, 1.8990, -1.2918], [2.8504, -1.1570, 0.4080], [2.5991, -2.0416, -0.7498], [3.4284, 2.0172, 0.2673], [-1.5672, 0.5128, -2.1185], [-3.1669, -1.0408, -0.7693], [0.5189, 1.6282, 1.5002], [0.0980, -1.7677, -0.6347], [0.8128, -3.1304, -1.7977], [-0.9843, -1.5884, 2.8118], [-2.5771, -0.7009, 3.1990], [3.6741, 0.8601, 0.5929], [-0.0227, 1.8333, -2.3056], [1.5648, 1.5102, -1.4743], [0.6696, 2.8639, -0.8916]]
}

***

{
  "formula": "C9H11EuNO6P2",
  "method": "ωB97M-V/def2-TZVPD",
  "e_lumo_ev": [-8.4, -9.7],
  "homo_lumo_gap_ev": [5.259, 5.818],
  "e_homo_ev": [-13.67, -15.51],
  "total_charge": 2,
  "spin_multiplicity": 8,
  "symbols": ["C", "C", "O", "N", "C", "C", "C", "P", "P", "O", "O", "O", "C", "O", "C", "C", "C", "O", "H", "H", "H", "H", "H", "H", "H", "H", "H", "H", "H", "Eu"],
  "positions_angstrom": [[-0.0158, 2.6175, -1.8858], [0.5204, 1.1721, -1.7317], [1.6525, 0.9882, -1.9629], [-0.2927, -0.0001, -1.3630], [-1.5464, -0.0997, -2.1581], [-0.5648, -0.0906, 0.0426], [-0.0508, -1.1703, 0.7255], [0.9593, -2.4712, -0.1287], [3.0305, -1.7536, 0.0872], [3.5313, -1.4592, -1.2453], [3.9437, -2.8092, 0.9284], [3.0002, -0.3585, 0.9865], [-0.3796, -1.2752, 2.2261], [0.3906, -1.6933, 3.0128], [-1.8069, -0.8178, 2.5955], [-2.2816, 0.2320, 1.9298], [-1.3940, 0.8515, 0.8382], [-1.4188, 2.1174, 0.7139], [0.0930, 2.9332, -2.9385], [-1.0944, 2.7006, -1.6323], [0.6109, 3.2680, -1.2445], [-2.3745, 0.4998, -1.7050], [-1.3563, 0.1762, -3.2098], [-1.8881, -1.1550, -2.0803], [0.5873, -2.4721, -1.5031], [3.9865, -2.4461, 1.8347], [2.4394, -0.4989, 1.7735], [-2.4219, -1.3078, 3.3636], [-3.2728, 0.6798, 2.1218], [-2.5863, 3.6425, 1.6090]]
}

***

{
  "formula": "C9H11F10NO3SZr",
  "method": "ωB97M-V/def2-TZVPD",
  "e_lumo_ev": -21.2,
  "homo_lumo_gap_ev": 1.764,
  "e_homo_ev": -22.96,
  "total_charge": 4,
  "symbols": ["O", "S", "O", "F", "N", "C", "C", "C", "O", "C", "C", "C", "F", "F", "C", "F", "F", "C", "F", "F", "C", "F", "F", "F", "H", "H", "H", "H", "H", "H", "H", "H", "H", "H", "H", "Zr"],
  "positions_angstrom": [[3.5059, -2.7367, -0.1491], [3.3216, -1.2839, 0.1694], [3.9665, -0.5177, -1.0283], [4.1174, -1.0326, 1.6065], [1.6275, -1.0144, 0.2451], [1.2172, 0.0806, 1.1778], [1.4195, 1.5890, 0.6649], [2.9382, 2.1298, 0.6885], [3.2819, 2.6411, -0.6763], [0.9751, -0.9758, -1.1007], [-0.5296, -1.6056, -1.1099], [-1.6807, -0.5290, -0.8736], [-1.2413, 0.8293, -1.0477], [-2.6311, -0.7234, -1.9194], [-2.4097, -0.5752, 0.5567], [-1.8675, -1.5446, 1.4439], [-2.2328, 0.6657, 1.2396], [-4.0035, -0.8400, 0.5227], [-4.3551, -2.0688, -0.0817], [-4.3936, -0.9960, 1.8770], [-4.9013, 0.3759, -0.0651], [-5.9396, -0.1403, -0.8628], [-4.1889, 1.3697, -0.7271], [-5.5362, 1.0080, 1.0300], [1.8661, -0.0306, 2.1273], [0.1415, -0.0486, 1.5235], [0.9917, 1.8238, -0.3649], [0.8359, 2.2614, 1.4014], [3.7142, 1.3967, 1.1183], [2.9767, 3.0632, 1.3701], [2.8887, 2.0530, -1.3936], [1.5785, -1.7034, -1.7678], [1.0339, 0.0322, -1.6413], [-0.5683, -2.5250, -0.4422], [-0.6570, -1.9996, -2.1885], [4.7380, 1.5717, -1.3226]]
}

***

{
  "formula": "C9H11F3N2",
  "method": "ωB97M-V/def2-TZVPD",
  "relative_energy_kj_mol": 251.6,
  "e_lumo_ev": 0.8,
  "homo_lumo_gap_ev": 7.188,
  "e_homo_ev": -6.43,
  "symbols": ["C", "C", "C", "C", "C", "C", "C", "C", "C", "N", "N", "F", "F", "F", "H", "H", "H", "H", "H", "H", "H", "H", "H", "H", "H"],
  "positions_angstrom": [[0.7275, 0.5637, -1.7287], [-0.1719, 1.5180, -2.0118], [-1.2058, -0.3779, -2.2756], [0.0726, -0.6867, -1.8932], [-0.7618, -1.7721, 1.2813], [-0.9730, -0.2477, 1.3997], [0.7225, -1.9265, 0.9664], [0.5064, 0.2950, 1.2472], [1.0915, 1.6318, 1.6565], [-1.4459, 0.9674, -2.2132], [1.2946, -0.7559, 1.0666], [0.4604, 2.6277, 1.0380], [0.8348, 1.8461, 3.0358], [2.4029, 1.6746, 1.5323], [1.6994, 0.5556, -1.3987], [-0.0280, 2.5488, -2.0898], [-2.1669, -0.8744, -2.3315], [-0.9693, -2.5005, 1.9807], [-1.3408, -1.9760, 0.4714], [-1.3765, 0.2511, 0.5372], [-1.4407, 0.1135, 2.3116], [1.3113, -2.6947, 0.7717], [0.6370, -1.6063, -1.7903], [-2.2572, 1.4588, -2.3849], [2.3767, -0.6333, 0.8211]]
}

***

M? In order: 526.399 556.336 230.651 321.637 202.706 443.100 494.462 204.195 g mol⁻¹.